# C4H10N2O2

An isolated molecule of C4H10N2O2 in a non-equilibrium geometry (the ωB97M-V functional and the def2-TZVPD basis, OMol25).

Properties
LUMO level	0.91	eV
calculated total energy	-11382.875	eV
HOMO-LUMO gap	10.078	eV

```
18
Properties=species:S:1:pos:R:3:forces:R:3
O 2.683 -1.251 0.179 -0.365 -1.135 -0.201
O 0.403 -0.130 0.316 -0.919 -1.293 0.427
N 1.395 1.766 -0.640 -1.922 2.453 -1.101
N 2.539 0.117 0.232 4.000 0.483 -0.487
C -0.860 0.037 -0.269 -0.692 -0.396 -0.692
C 1.351 0.650 -0.094 0.821 -0.396 0.188
C -1.402 -1.359 -0.584 -0.758 0.042 2.536
C -1.696 0.749 0.773 -2.031 1.422 1.020
H 3.106 -1.440 1.010 0.106 -0.432 0.481
H -2.318 -1.295 -1.117 -1.295 0.335 -0.038
H 0.445 2.185 -0.667 0.902 -0.157 -0.127
H -0.726 0.541 -1.263 -0.329 0.084 1.012
H 3.275 0.488 -0.402 -0.847 0.146 0.899
H -1.984 0.060 1.602 -0.284 -0.059 -1.047
H -2.621 1.302 0.358 1.290 -1.190 0.588
H -0.845 -1.938 -1.242 1.812 -0.758 -1.023
H -1.544 -1.974 0.369 0.088 0.907 -1.218
H -1.202 1.492 1.438 0.427 -0.056 -1.215
```
Forces are in eV/Å.